Computed, not measured: a 2-piece molecular cluster, C2H2N2OS overall at a distorted geometry, with ωB97M-V/def2-TZVPD.

Geometry as ORCA input:
```
! wB97M-V def2-TZVPD RIJCOSX def2/J DEFGRID3
* xyz 0 1
S -1.43178 -0.74425 1.38975
O 0.30537 1.98253 0.04180
N 1.68255 0.22274 0.67053
N -1.35887 -0.85985 -0.10519
C -1.33020 -1.04450 -1.23932
C 1.01121 1.10889 0.32345
H -1.45520 -0.91842 -2.25066
H 2.57692 0.25287 1.16964
*
```

highest occupied orbital energy	-8.5979	eV
structure (SMILES)	C#[N+][S-].N=C=O



Computed, not measured: a single C2H2N2OS molecule at a distorted geometry, with ωB97M-V/def2-TZVPD.

Geometry as ORCA input:
```
! wB97M-V def2-TZVPD RIJCOSX def2/J DEFGRID3
* xyz 0 1
S 1.13671 -0.98317 -0.64067
O -0.78458 1.61120 1.33592
N -1.17561 0.04109 -0.24071
N -0.43798 0.71916 0.58321
C 1.05555 0.22639 0.49504
C -0.55584 -0.84987 -0.93735
H -1.06045 -1.46119 -1.65644
H 1.82221 0.69639 1.06099
*
```

highest occupied orbital energy (alpha / beta)	-8.3576 / -8.3554	eV



The following ΔE to the lowest compared entry with this formula, charge and spin values (in kcal/mol) correspond, in order, to the records above: 48.63; 80.89.